(1)
This record from the Open Molecules 2025 dataset describes the molecule C5H12O. The level of theory is ωB97M-V/def2-TZVPD.

The geometry in XYZ format:
```
18
Properties=species:S:1:pos:R:3:nbo_charge:R:1
H 2.91246 -1.04852 -0.32039 0.214
H -2.03970 -1.49878 -1.00858 0.209
H -0.96807 1.32195 -0.48600 0.167
C 1.40493 0.52707 -0.16106 -0.059
H 1.67567 1.05596 -1.08588 0.164
H -1.48013 -0.38277 -2.26852 0.218
H 3.47796 0.45609 0.41567 0.210
H 1.13496 1.28584 0.58842 0.162
H -2.91817 0.01126 -1.30096 0.209
H -0.51805 -0.55779 1.56642 0.229
C -1.91915 -0.44215 -1.26895 -0.617
C -1.38509 -0.00623 1.20286 -0.652
H -2.26824 -0.64538 1.32408 0.211
C -0.99698 0.24255 -0.26438 0.100
H 2.47080 -0.65415 1.35146 0.206
H -1.52039 0.89664 1.80938 0.210
O 0.31076 -0.32746 -0.44509 -0.558
C 2.62643 -0.23414 0.35153 -0.623
```

Its structure (SMILES) is CCOC(C)C. Its highest occupied orbital energy is -0.3514 hartree. For the orbital gap, the calculation gives 0.39506 hartree. The LUMO energy comes out at 1.2 eV. For the largest force on an atom, the calculation gives 0.57 eV Å⁻¹.

(2)
This record from the Open Molecules 2025 dataset describes the molecule C4H7NO2. The level of theory is ωB97M-V/def2-TZVPD.

The geometry in XYZ format:
```
14
Properties=species:S:1:pos:R:3:nbo_charge:R:1
H 0.14415 0.34204 -1.69539 0.245
H 0.73223 -0.42763 1.25725 0.225
C 0.83919 0.27200 0.43066 -0.516
O 2.94882 -0.73732 0.19853 -0.509
H 0.45467 1.24731 0.70999 0.229
O -2.31161 -0.23520 -1.45636 -0.585
H -2.95328 0.16072 0.78619 0.394
C -0.01034 -0.19783 -0.75491 -0.508
H -1.63973 -0.54273 1.50305 0.388
C 2.29591 0.25827 0.09415 0.446
H 0.23178 -1.21098 -1.09762 0.247
N -1.96832 0.01464 0.75838 -0.853
C -1.51968 -0.16376 -0.54695 0.689
H 2.75622 1.22046 -0.18698 0.109
```

Its structure (SMILES) is NC(=O)CCC=O. Its highest occupied orbital energy is -0.3629 hartree. For the orbital gap, the calculation gives 0.38801 hartree. The LUMO energy comes out at 0.7 eV. For the largest force on an atom, the calculation gives 1.15 eV Å⁻¹.

(3)
This record from the Open Molecules 2025 dataset describes a structure of composition C41H38BCsF4N6O3P2. The level of theory is ωB97M-V/def2-TZVPD.

The geometry in XYZ format:
```
96
Properties=species:S:1:pos:R:3:lowdin_charge:R:1
H 1.26631 1.40753 -3.22968 0.085
H 2.80861 -0.81357 4.14922 0.151
C -1.51369 -3.78907 -3.08518 -0.103
C 1.11871 4.13403 2.88562 -0.076
H -3.04919 -6.77827 -3.39048 0.104
C 0.53011 3.62773 0.61252 -0.284
H -1.44459 3.20983 -1.73758 0.087
C -4.07729 1.73403 -2.34068 -0.070
C 2.44121 2.85473 -4.27218 -0.047
N 2.30301 -1.60487 3.78102 0.117
C -6.31699 2.48733 -1.93128 -0.079
O 3.02461 -2.05897 -0.03318 -0.103
Cs 0.38661 -1.17267 -0.64078 1.609
F 0.90001 -1.00157 -3.02848 -0.188
C -1.50509 1.05353 2.23662 -0.068
C 3.46051 -2.47887 -1.08788 -0.620
H 2.37341 -2.84007 -2.86448 0.074
N 0.69311 -4.69247 1.82642 0.080
H 4.99151 -2.38747 -2.44988 0.102
C 1.84111 -3.95397 3.77112 -0.083
B 0.55101 -0.96607 -4.40628 -1.362
C 2.94241 4.86053 -3.04978 -0.082
C -6.06629 2.50383 -0.56948 -0.076
P 0.62001 2.38563 -0.71228 0.713
H 0.71081 6.13023 3.52832 0.107
H -2.34669 4.70493 3.13672 0.113
H -0.90199 1.65143 -2.40698 0.077
H 1.86391 -3.83537 -1.50948 0.055
H 5.22641 -1.45607 -1.01078 0.108
P -2.15209 1.25103 -0.41918 0.697
C 1.60041 3.15183 -2.03748 -0.252
H -2.57619 -4.70917 -4.70718 0.105
C -1.39689 -4.91857 -1.11148 -0.280
H -2.62459 3.91073 0.80862 0.121
C 2.72901 -3.41177 -2.01068 -0.011
H -0.98319 0.82953 4.29822 0.107
H -5.52349 2.09023 -3.87848 0.108
C -5.32469 2.09663 -2.81678 -0.069
H 3.73911 -2.16287 5.95312 0.109
H 1.42091 2.22563 1.94062 0.101
C -1.95699 1.92253 1.25552 -0.288
C -3.81889 1.76083 -0.97468 -0.257
H -4.61879 2.15873 0.97302 0.104
C 0.06841 4.92813 0.43892 -0.107
C -2.23379 -4.81037 -3.69048 -0.044
H 2.12431 4.99853 -1.07398 0.095
H 3.84511 -4.36237 7.05142 0.103
C -4.82039 2.13783 -0.08968 -0.077
C -2.50739 -5.95077 -2.95488 -0.070
H 1.19961 -0.43977 2.46612 0.110
H -0.33929 5.23043 -0.51698 0.117
H -1.27149 -2.88997 -3.62758 0.096
F 1.34441 -0.02187 -5.02738 0.134
C 1.07631 -3.71067 2.55052 -0.283
H -2.27429 -6.88627 -1.03498 0.109
H 3.58801 4.48773 -5.05778 0.105
H -0.20939 6.84253 1.36422 0.108
C 2.47991 -2.85157 4.36092 -0.184
H -1.30529 0.02523 1.96962 0.097
H 2.50991 2.24823 -5.16258 0.109
C 2.21551 4.39393 -1.96658 -0.076
N 4.70281 -2.15107 -1.51828 0.161
C 2.63471 -5.33547 5.57432 -0.083
C -1.33669 1.50503 3.53412 -0.068
H -7.28849 2.77723 -2.30278 0.104
H -3.29599 1.43193 -3.02578 0.113
C 0.65911 5.42783 2.71022 -0.082
H 2.68201 -6.29727 6.06202 0.102
N -1.09819 -3.84297 -1.83348 0.093
C 1.06101 3.23903 1.83432 -0.072
C -2.08869 -6.00897 -1.63838 -0.028
H -1.51729 3.16623 4.86812 0.110
H 3.38811 -4.19987 -2.36848 0.089
C -1.03279 2.23253 -1.48858 -0.262
F 0.76901 -2.21497 -4.94778 0.139
H -6.83949 2.81623 0.11712 0.105
N 0.76911 -2.39767 2.20852 0.085
C 3.22461 -3.00917 5.52242 -0.024
N 0.17821 -4.59767 0.64132 0.033
C -1.63749 2.81803 3.85322 -0.078
C 1.39581 -1.45247 2.78062 -0.194
C 0.13721 5.82583 1.48872 -0.078
H -1.76959 -5.19867 1.02702 0.128
H 1.52441 3.83093 3.83932 0.111
C 3.28941 -4.24797 6.13322 -0.084
O 1.14781 1.10533 -0.22218 -0.624
C 1.72841 2.38023 -3.18578 -0.059
O -1.89989 -0.19257 -0.49698 -0.595
C -2.25919 3.24223 1.57722 -0.100
H 3.42621 5.82593 -2.99318 0.102
F -0.78279 -0.59857 -4.49828 0.122
C 3.04221 4.10223 -4.20648 -0.072
C -2.10569 3.68463 2.87702 -0.077
C -0.99749 -4.91667 0.29842 -0.089
C 1.92841 -5.19417 4.39452 -0.014
H 1.42571 -6.03537 3.94212 0.112
```

Its highest occupied orbital energy is -0.2795 hartree. For the orbital gap, the calculation gives 0.27903 hartree. The LUMO energy comes out at 0.0 eV. For the largest force on an atom, the calculation gives 3.89 eV Å⁻¹.

The ΔE to the lowest compared entry with this formula, charge and spin results, record by record, are as follows: 0.709, 0.820, 1.781 eV.